1.
42
Properties=species:S:1:pos:R:3:forces:R:3 method="wB97M-V/def2-TZVPD" lumo_ev=2.740 charge=-1 multiplicity=1
C 1.01058 4.58303 2.53043 0.056 -0.075 0.104
P 0.63017 3.59350 1.00508 0.012 0.195 -0.125
O -0.70925 4.47766 0.42276 -0.138 -0.189 -0.165
Al -0.22482 1.54567 1.95975 0.129 -0.276 0.324
N 0.64017 0.11609 1.11389 0.023 0.343 -0.078
C -2.21578 1.36352 1.57774 -0.224 0.021 -0.164
O -2.95844 2.05778 2.55585 0.043 0.248 -0.108
O -4.35731 2.17118 2.11035 0.071 -0.145 0.151
H 0.11112 5.10404 2.86449 -0.024 -0.028 0.008
H 1.32207 3.90772 3.33098 0.057 0.035 0.025
H 1.80132 5.31460 2.35475 -0.039 0.042 0.012
H -1.52701 4.01748 0.64376 0.049 0.116 0.110
H 0.19290 1.50535 3.53014 -0.083 0.072 -0.015
H 1.63133 0.22683 1.32291 0.021 -0.225 0.004
H 0.58439 0.26713 0.11044 0.017 -0.155 -0.013
H -2.45255 1.79100 0.58962 0.105 -0.015 -0.004
H -2.51756 0.30530 1.54357 0.021 0.004 0.027
H -4.78395 1.67332 2.81891 -0.066 -0.016 -0.049
F -1.07963 -0.38161 -1.32527 -0.036 0.018 -0.158
C -1.90379 -1.43756 -1.21605 0.009 0.061 0.100
C -3.26036 -1.20507 -1.10725 -0.007 -0.023 -0.011
C -4.10596 -2.29907 -0.99729 -0.026 0.004 -0.002
C -3.59425 -3.58979 -0.99267 0.016 0.016 0.000
C -2.22380 -3.78759 -1.09302 0.011 -0.028 0.002
C -1.36151 -2.70667 -1.20408 -0.016 -0.019 -0.008
H -3.62816 -0.18841 -1.09179 0.004 0.003 0.014
H -5.17243 -2.13741 -0.90652 0.001 -0.001 0.005
H -4.25996 -4.43779 -0.90045 -0.001 -0.002 -0.001
H -1.81748 -4.79086 -1.07474 -0.004 -0.001 -0.003
H -0.28919 -2.83199 -1.26345 -0.001 0.012 0.019
F 5.43318 0.99865 -1.50338 -0.014 -0.011 -0.003
C 4.64391 -0.09838 -1.55454 0.055 0.061 -0.004
C 3.27420 0.06237 -1.51663 -0.006 -0.020 -0.003
C 2.48274 -1.07718 -1.57397 0.006 0.030 0.001
C 3.06335 -2.33504 -1.65895 -0.012 -0.005 -0.032
C 4.44473 -2.46143 -1.69232 0.024 -0.009 0.001
C 5.25303 -1.33447 -1.64222 -0.036 -0.031 -0.004
H 2.84442 1.05168 -1.42589 0.000 -0.001 0.017
H 1.40741 -0.97203 -1.53413 0.008 -0.014 0.018
H 2.43948 -3.21886 -1.69232 -0.004 0.001 0.003
H 4.90059 -3.44165 -1.75302 -0.004 -0.001 -0.003
H 6.33211 -1.40106 -1.66547 0.003 0.009 0.006

***

2.
16
Properties=species:S:1:pos:R:3:forces:R:3 method="wB97M-V/def2-TZVPD" lumo_ev=1.022 multiplicity=1 e_above_lowest_kcal_mol=229.5
C 1.78873 -0.36866 0.34194 0.848 1.057 1.141
C -0.31246 -1.50638 0.32499 -0.937 0.314 -2.199
C -1.42942 -0.17706 -0.31680 -3.034 -1.077 -0.260
C -1.12324 1.36440 -0.87158 -7.198 -0.282 -1.587
C 0.44528 0.55339 0.12711 6.146 0.561 -0.515
C -0.53091 -0.17848 0.90110 -2.107 -1.873 2.982
H 2.60454 -0.48827 1.16114 -2.120 0.538 -0.232
H 2.40249 -0.42054 -0.51040 0.947 1.224 -1.339
H -0.94305 -2.54367 0.23810 1.998 2.930 0.860
H -2.63731 -0.62604 -0.46250 3.572 1.630 0.827
H -1.29966 1.47185 -2.08722 0.519 -0.120 3.105
H -2.03259 1.86565 -0.19357 1.826 -0.746 -2.349
H 0.48966 0.22401 -0.87012 -0.192 -1.780 -0.771
H -0.38431 -0.24150 2.06624 -1.360 1.377 -1.855
O 1.06945 -1.53903 0.10879 -0.919 -3.646 -0.390
O 0.02709 1.86844 -0.40657 2.012 -0.108 2.582

***

3.
114
Properties=species:S:1:pos:R:3:forces:R:3 method="wB97M-V/def2-TZVPD" lumo_ev=2.178 charge=-1 multiplicity=1 e_above_lowest_kcal_mol=29.2
Ti 0.61147 -0.97646 -0.83489 -1.630 -0.524 2.584
S -2.23976 -1.94769 -0.98770 0.219 0.086 -0.159
P -2.00973 -1.07255 0.76243 -0.002 -0.406 0.063
C -0.34447 -0.58190 0.92051 -0.164 0.590 -0.129
P 0.25592 0.30239 2.34273 0.190 -0.204 0.150
S 2.15687 0.81973 2.52190 -0.044 0.034 0.029
C -0.67745 1.83684 2.71614 0.024 -0.058 -0.098
C -0.65758 2.33900 4.01751 0.021 -0.009 -0.021
C -1.24196 3.55997 4.30865 -0.001 0.006 0.017
C -1.82239 4.31402 3.29591 -0.010 -0.024 0.034
C -1.80299 3.84090 1.99406 -0.052 0.035 -0.032
C -1.23736 2.60617 1.70761 -0.068 -0.116 -0.089
C -0.11304 -0.76657 3.79655 -0.049 0.005 -0.060
C 0.82277 -1.74936 4.11549 0.014 0.027 -0.002
C 0.59571 -2.62145 5.16689 -0.002 0.017 0.023
C -0.56466 -2.51571 5.92457 -0.002 -0.009 -0.006
C -1.49985 -1.54186 5.61598 -0.021 -0.039 0.027
C -1.27734 -0.67951 4.55110 0.015 0.020 -0.048
C -2.60185 -2.34687 1.93683 0.165 0.061 0.071
C -3.96927 -2.59294 2.05749 0.045 0.030 0.060
C -4.42129 -3.65885 2.81668 0.010 -0.049 0.006
C -3.51245 -4.50235 3.44562 -0.024 0.023 -0.006
C -2.15266 -4.28907 3.28811 0.022 0.026 0.013
C -1.70006 -3.21797 2.53128 0.040 -0.048 -0.083
C -3.26888 0.24498 0.95929 0.148 0.125 0.075
C -3.59704 1.00110 -0.16238 -0.062 -0.097 -0.016
C -4.55039 2.00366 -0.07458 0.027 0.032 0.014
C -5.17656 2.26866 1.13594 0.001 0.053 0.007
C -4.85173 1.52239 2.25843 0.041 0.047 0.026
C -3.90330 0.51472 2.16894 0.040 -0.036 -0.007
H -0.16000 1.77982 4.79913 -0.016 -0.012 0.021
H -1.23222 3.93038 5.32657 0.003 0.005 -0.002
H -2.28289 5.26673 3.52501 0.011 0.034 -0.010
H -2.23042 4.43277 1.19476 -0.051 -0.006 -0.041
H -1.21440 2.23483 0.69296 -0.007 -0.025 -0.115
H 1.73103 -1.81801 3.52840 0.030 -0.002 0.019
H 1.33005 -3.38128 5.40371 0.010 -0.016 -0.017
H -0.74044 -3.19621 6.74826 0.000 -0.006 0.018
H -2.41023 -1.45781 6.19675 -0.009 0.002 -0.006
H -2.01529 0.07464 4.31492 -0.006 0.039 0.016
H -4.67811 -1.95715 1.54182 -0.017 -0.022 0.021
H -5.48407 -3.84432 2.90733 -0.028 0.015 0.007
H -3.86810 -5.33160 4.04408 -0.006 -0.025 0.002
H -1.43742 -4.95114 3.75870 0.018 -0.022 -0.013
H -0.63970 -3.07003 2.37558 -0.001 0.012 0.011
H -3.12787 0.77131 -1.11030 0.020 0.032 0.007
H -4.81100 2.57261 -0.95818 0.005 0.024 -0.024
H -5.91955 3.05383 1.20600 -0.008 0.002 -0.015
H -5.33434 1.72542 3.20611 -0.018 -0.013 0.010
H -3.68618 -0.09182 3.03802 0.036 0.035 0.023
N 8.47157 2.02490 -2.45557 0.145 -0.038 -0.047
C 7.18143 1.51036 -2.38132 -0.073 -0.003 0.020
C 6.72354 0.92053 -1.20347 0.006 0.011 -0.008
C 5.46470 0.34847 -1.15361 0.012 -0.025 -0.071
C 4.65572 0.37663 -2.27699 0.102 -0.065 0.201
C 5.08560 0.97642 -3.44940 0.055 -0.031 0.083
C 6.34719 1.53590 -3.50204 -0.004 -0.026 -0.002
S 3.07366 -0.38971 -2.22327 0.435 -0.133 -0.533
O 3.28179 -1.77474 -1.88856 -0.039 0.005 0.117
O 2.40269 -0.13780 -3.46908 0.111 0.049 -0.011
N 2.23006 0.26726 -0.94486 0.343 -0.002 -1.080
C 2.06426 1.65268 -1.08107 0.138 -0.018 0.223
N 1.27963 2.25897 -0.20030 -0.081 -0.012 0.173
C 1.29882 3.58010 -0.21623 -0.064 0.023 0.067
C 2.04031 4.31921 -1.12450 0.021 -0.002 -0.084
C 2.72408 3.58090 -2.07305 -0.063 0.097 0.060
N 2.74472 2.26063 -2.04842 -0.044 0.185 -0.019
H 8.89672 2.28141 -1.58059 -0.031 0.044 -0.010
H 8.64036 2.68635 -3.19481 -0.022 0.033 0.052
H 7.36138 0.90884 -0.32781 0.009 -0.017 0.014
H 5.10578 -0.11294 -0.24300 -0.007 -0.026 0.034
H 4.41055 1.01277 -4.29178 -0.028 0.019 -0.060
H 6.69479 2.00687 -4.41386 0.011 -0.005 -0.032
H 0.68870 4.07208 0.53348 -0.067 0.012 0.036
H 2.05153 5.39943 -1.10973 -0.011 0.007 -0.015
H 3.27425 4.04660 -2.88463 0.022 0.064 0.014
B 0.86966 -4.41421 -0.48600 -0.032 0.019 0.036
N 1.99275 -3.63718 0.23315 -0.138 -0.030 -0.121
C 3.14731 -4.08820 0.71340 0.061 -0.013 0.179
C 3.87615 -3.01512 1.20140 -0.044 -0.099 -0.017
C 3.07209 -1.91597 0.94005 -0.044 0.083 0.153
N 1.92718 -2.29600 0.36181 0.424 -0.134 -0.135
N 0.83375 -3.84968 -1.93558 -0.224 0.036 0.286
C 1.03756 -4.45691 -3.09805 -0.024 -0.068 -0.109
C 0.72070 -3.58333 -4.12765 -0.023 -0.008 0.061
C 0.32599 -2.42572 -3.47887 -0.164 0.027 -0.089
N 0.39205 -2.59328 -2.14883 0.646 -0.141 -0.737
H -0.18753 -4.16408 0.03545 0.011 -0.057 0.006
H 1.14870 -5.58766 -0.51730 0.045 0.001 -0.036
H 3.36306 -5.14246 0.69628 -0.014 -0.038 -0.026
H 4.84711 -3.02896 1.66228 0.030 0.008 0.032
H 3.23958 -0.87798 1.16669 -0.009 -0.044 -0.098
H 1.38569 -5.47468 -3.11982 -0.023 -0.051 0.040
H 0.77106 -3.75004 -5.18785 0.009 -0.025 -0.027
H -0.01313 -1.50422 -3.92081 0.155 0.059 0.073
C -4.06815 -0.81952 -3.80224 0.057 0.020 0.049
C -3.10111 0.23088 -4.29805 -0.103 0.042 -0.234
O -2.35568 0.76910 -3.20566 0.320 -0.048 0.190
P -0.78115 1.10452 -3.14972 -0.672 0.314 0.392
O -0.24001 0.18730 -2.02545 -0.070 0.572 -1.572
Te 0.00626 1.39781 -5.35539 0.159 -0.265 0.295
O -0.78339 2.48472 -2.33288 0.104 -0.188 0.013
C -1.07475 3.74893 -2.91379 -0.097 0.224 -0.123
C -2.56425 4.02615 -2.91227 0.029 0.012 0.007
H -4.66190 -1.17664 -4.64551 -0.028 -0.013 -0.011
H -4.73990 -0.40927 -3.04741 -0.014 0.003 0.013
H -3.53882 -1.65717 -3.35215 -0.026 0.014 -0.051
H -3.63898 1.06480 -4.76085 0.037 -0.024 -0.020
H -2.42386 -0.17100 -5.05353 0.017 0.000 0.058
H -0.66830 3.78840 -3.92968 -0.007 -0.001 0.094
H -0.54290 4.47499 -2.29709 -0.010 0.004 -0.045
H -3.09995 3.24480 -3.44994 -0.014 0.011 -0.045
H -2.75873 4.98369 -3.39889 -0.026 0.017 0.015
H -2.94552 4.06468 -1.89152 -0.029 -0.013 0.027

***

| no. | total energy (eV) | HOMO level (eV) | Kohn-Sham gap (eV) |
| --- | --- | --- | --- |
| 1 | -43795.3899 | -3.5 | 6.3 |
| 2 | -10436.7753 | -8.1 | 9.1 |
| 3 | -161052.5319 | -5.1 | 7.3 |